Arrangement one

# C32H64O8

A structure of composition C32H64O8 (the ωB97M-V functional and the def2-TZVPD basis, the OMol25 dataset).

CARTESIAN COORDINATES (ANGSTROEM)
C (-14.2123, 13.8426, 3.4557)
C (-14.6963, 15.2485, 3.2616)
C (-13.5920, 16.1619, 3.7604)
O (-12.8955, 15.3437, 4.6953)
C (-12.9929, 13.9880, 4.3577)
H (-13.9984, 13.3623, 2.5009)
H (-14.9771, 13.2223, 3.9231)
H (-15.5140, 15.3741, 3.9714)
H (-15.0381, 15.4047, 2.2384)
H (-13.9434, 17.0993, 4.1915)
H (-12.8785, 16.3734, 2.9640)
H (-13.0659, 13.3621, 5.2471)
H (-12.0261, 13.8477, 3.8742)
C (-16.0185, 17.5045, 0.9560)
C (-15.2054, 16.6366, -0.0338)
C (-13.9632, 16.3891, 0.7868)
O (-13.8837, 17.3481, 1.8371)
C (-15.1538, 17.7139, 2.2264)
H (-16.8585, 16.8577, 1.2093)
H (-16.4065, 18.3962, 0.4636)
H (-15.0232, 17.1492, -0.9783)
H (-15.6314, 15.6393, -0.1437)
H (-13.0632, 16.5380, 0.1902)
H (-13.9418, 15.3360, 1.0671)
H (-15.1468, 18.6683, 2.7530)
H (-15.4657, 17.0597, 3.0405)
C (-17.1468, 18.0534, 4.2780)
C (-18.0446, 18.4115, 5.3928)
C (-17.4190, 17.5431, 6.5311)
O (-16.4957, 16.6442, 6.0345)
C (-16.6574, 16.6230, 4.5655)
H (-16.3412, 18.7790, 4.1660)
H (-17.6694, 18.0701, 3.3215)
H (-19.0560, 18.0667, 5.1774)
H (-18.1083, 19.4921, 5.5206)
H (-18.2860, 17.0874, 7.0092)
H (-16.8877, 18.2158, 7.2044)
H (-17.3570, 15.8206, 4.3314)
H (-15.6638, 16.4580, 4.1490)
C (-22.2820, 16.1130, 3.3790)
C (-21.3622, 17.1694, 2.6838)
C (-20.2439, 17.4570, 3.5981)
O (-20.4612, 16.6944, 4.7581)
C (-21.4432, 15.6337, 4.5185)
H (-22.6226, 15.3447, 2.6849)
H (-23.1306, 16.6737, 3.7708)
H (-21.9810, 18.0094, 2.3684)
H (-20.9005, 16.7146, 1.8073)
H (-20.1272, 18.5092, 3.8575)
H (-19.3217, 17.2261, 3.0648)
H (-22.0371, 15.4150, 5.4059)
H (-20.8302, 14.7728, 4.2513)
C (-18.9488, 14.8005, 1.8447)
C (-17.6473, 14.7202, 2.6556)
C (-16.5182, 14.7287, 1.5982)
O (-17.2042, 15.0946, 0.3707)
C (-18.5298, 14.6303, 0.4100)
H (-19.5867, 15.6513, 2.0838)
H (-19.5499, 13.9328, 2.1165)
H (-17.7114, 13.7387, 3.1254)
H (-17.6251, 15.5184, 3.3974)
H (-16.0723, 13.7366, 1.5271)
H (-15.6886, 15.4228, 1.7328)
H (-18.4890, 13.5870, 0.0969)
H (-19.0795, 15.0676, -0.4235)
C (-21.5038, 12.7535, 2.0468)
C (-20.4668, 12.2199, 1.0668)
C (-21.2368, 11.4612, -0.0523)
O (-22.6127, 11.5120, 0.4580)
C (-22.7836, 12.6362, 1.2557)
H (-21.3256, 13.7861, 2.3468)
H (-21.5526, 12.2576, 3.0162)
H (-19.7850, 11.5440, 1.5830)
H (-19.8760, 13.0291, 0.6377)
H (-20.9016, 10.4248, -0.0918)
H (-21.2111, 11.8537, -1.0688)
H (-23.6974, 12.4338, 1.8143)
H (-23.0946, 13.5566, 0.7614)
C (-22.4053, 15.9586, 0.0299)
C (-22.1598, 16.6570, -1.3105)
C (-20.8695, 16.0093, -1.8209)
O (-20.8843, 14.6527, -1.2382)
C (-21.3778, 14.7848, 0.0767)
H (-23.4420, 15.6402, 0.1394)
H (-22.0609, 16.5843, 0.8533)
H (-22.1046, 17.7411, -1.2109)
H (-22.9880, 16.5205, -2.0059)
H (-19.9264, 16.5465, -1.7204)
H (-20.8332, 15.7816, -2.8862)
H (-20.5485, 15.0673, 0.7252)
H (-21.7979, 13.8114, 0.3298)
C (-17.9139, 13.9570, -2.6962)
C (-19.3045, 13.5488, -2.0917)
C (-19.1121, 12.1240, -1.6250)
O (-17.7251, 12.1099, -1.2911)
C (-16.9952, 13.1922, -1.7906)
H (-17.7748, 15.0375, -2.7307)
H (-17.8596, 13.7166, -3.7580)
H (-20.1616, 13.5849, -2.7642)
H (-19.3543, 14.3062, -1.3094)
H (-19.4542, 11.3921, -2.3567)
H (-19.7554, 11.9128, -0.7708)
H (-16.1371, 12.7478, -2.2951)
H (-16.5766, 13.8400, -1.0204)

Results
- HOMO-LUMO gap: 8.9 eV

Results of the Löwdin charge analysis, in e, for atoms 1 through 99: C -0.12; C -0.25; C -0.14; O -0.12; C -0.19; H 0.11; H 0.12; H 0.08; H -0.01; H 0.15; H 0.14; H 0.12; H 0.12; C -0.08; C -0.11; C -0.19; O -0.17; C -0.23; H 0.09; H 0.12; H 0.12; H 0.09; H 0.14; H 0.12; H 0.13; H 0.03; C -0.16; C -0.15; C -0.21; O -0.08; C -0.16; H 0.11; H 0.10; H 0.05; H 0.12; H 0.12; H 0.12; H 0.09; H 0.03; C -0.12; C -0.16; C -0.25; O -0.13; C -0.14; H 0.10; H 0.12; H 0.13; H 0.06; H 0.13; H 0.09; H 0.13; H 0.11; C -0.13; C -0.06; C -0.14; O -0.22; C -0.19; H 0.08; H 0.08; H 0.14; H 0.04; H 0.15; H 0.00; H 0.11; H 0.10; C -0.15; C -0.15; C -0.14; O -0.09; C -0.26; H 0.06; H 0.13; H 0.14; H 0.06; H 0.14; H 0.11; H 0.13; H 0.09; C -0.11; C -0.12; C -0.12; O -0.27; C -0.21; H 0.12; H 0.05; H 0.11; H 0.11; H 0.13; H 0.13; H 0.07; H 0.06; C -0.11; C -0.19; C -0.19; O -0.11; C -0.22; H 0.11; H 0.10; H 0.13

Arrangement two

# C32H64O8

A cluster of 8 separate species, C32H64O8 in total (the ωB97M-V functional and the def2-TZVPD basis, the OMol25 dataset).

CARTESIAN COORDINATES (ANGSTROEM)
C (2.2258, 3.1246, 8.4749)
C (2.8534, 4.3839, 9.1289)
C (3.6695, 5.0253, 8.0119)
O (2.9963, 4.7365, 6.8062)
C (2.3440, 3.4941, 6.9008)
H (1.2049, 2.8237, 8.7103)
H (2.8190, 2.2838, 8.8345)
H (3.5218, 4.0661, 9.9291)
H (2.1663, 5.1163, 9.5525)
H (4.6380, 4.5297, 7.9436)
H (3.9155, 6.0864, 8.0526)
H (2.9098, 2.7664, 6.3190)
H (1.3524, 3.5755, 6.4556)
C (-9.3194, -0.1546, -5.4251)
C (-9.1593, -1.6204, -5.8819)
C (-9.4414, -2.4523, -4.5979)
O (-9.5691, -1.4906, -3.5643)
C (-10.0299, -0.2532, -4.0898)
H (-9.9076, 0.4891, -6.0792)
H (-8.3452, 0.3014, -5.2485)
H (-8.1526, -1.8106, -6.2539)
H (-9.7773, -1.9443, -6.7193)
H (-8.6625, -3.1819, -4.3765)
H (-10.4119, -2.9373, -4.7026)
H (-9.7425, 0.5393, -3.3988)
H (-11.1194, -0.2837, -4.0762)
C (4.6284, -4.6827, 3.8657)
C (3.4873, -4.7678, 2.8881)
C (3.1268, -3.3386, 2.5803)
O (3.4057, -2.6313, 3.8057)
C (4.3426, -3.3346, 4.6153)
H (5.5180, -4.3693, 3.3192)
H (4.8236, -5.5782, 4.4557)
H (2.6297, -5.2441, 3.3632)
H (3.6626, -5.4208, 2.0332)
H (2.0812, -3.2832, 2.2775)
H (3.7588, -2.8929, 1.8122)
H (3.9261, -3.6442, 5.5738)
H (5.3127, -2.8410, 4.6737)
C (7.3189, -0.1967, -6.0974)
C (7.8449, 1.1769, -5.5569)
C (8.0805, 1.8828, -6.9161)
O (8.7120, 0.9056, -7.7298)
C (8.1191, -0.3761, -7.3816)
H (6.2453, -0.1850, -6.2853)
H (7.4604, -0.9697, -5.3420)
H (8.7922, 0.9756, -5.0566)
H (7.1131, 1.6440, -4.8978)
H (8.5588, 2.8290, -6.6629)
H (7.2303, 2.2971, -7.4580)
H (8.8668, -1.1211, -7.1096)
H (7.4708, -0.8408, -8.1244)
C (-8.1050, -0.9862, 3.5549)
C (-7.6750, -0.7779, 5.0118)
C (-6.2133, -0.3772, 4.9606)
O (-5.7601, -1.0311, 3.7792)
C (-6.7891, -1.2565, 2.8175)
H (-8.3879, 0.0043, 3.1985)
H (-8.8181, -1.7705, 3.3013)
H (-7.7906, -1.7253, 5.5383)
H (-8.2951, -0.1010, 5.5994)
H (-5.5288, -0.7053, 5.7429)
H (-6.0501, 0.6942, 4.8440)
H (-6.6870, -2.2778, 2.4506)
H (-6.7092, -0.5496, 1.9918)
C (7.0762, 8.5146, -1.8789)
C (5.8178, 7.7302, -1.7451)
C (5.2822, 8.2043, -0.3339)
O (5.7279, 9.6017, -0.3420)
C (6.6949, 9.8597, -1.3541)
H (7.3553, 8.4179, -2.9281)
H (7.8873, 8.0375, -1.3287)
H (5.8408, 6.6414, -1.7926)
H (5.2092, 7.9668, -2.6179)
H (5.7958, 7.6456, 0.4484)
H (4.1990, 8.2434, -0.2186)
H (7.6352, 10.3056, -1.0299)
H (6.3465, 10.4425, -2.2068)
C (-3.6904, -7.7092, -1.5847)
C (-2.8529, -8.1623, -0.4081)
C (-3.4483, -9.5175, 0.0396)
O (-4.8629, -9.3610, -0.2889)
C (-5.1062, -8.4136, -1.3141)
H (-3.2873, -8.0665, -2.5322)
H (-3.8697, -6.6464, -1.7474)
H (-2.8142, -7.6000, 0.5249)
H (-1.8402, -8.3136, -0.7818)
H (-3.3278, -9.7848, 1.0894)
H (-2.9456, -10.2893, -0.5433)
H (-5.7896, -7.6663, -0.9109)
H (-5.3981, -8.8643, -2.2627)
C (-1.3845, 1.0905, -1.9562)
C (-0.3519, 2.2265, -1.6276)
C (0.9388, 1.4690, -1.4917)
O (0.6861, 0.2779, -2.3480)
C (-0.5796, 0.2627, -2.9520)
H (-2.3187, 1.4060, -2.4208)
H (-1.7050, 0.5757, -1.0505)
H (-0.5818, 2.6928, -0.6696)
H (-0.3681, 3.0393, -2.3537)
H (1.1041, 1.2816, -0.4307)
H (1.6887, 2.1392, -1.9120)
H (-0.8880, -0.7827, -2.9584)
H (-0.5614, 0.7592, -3.9222)

Results
- HOMO-LUMO gap: 10.0 eV

Results of the Löwdin charge analysis, in e, for atoms 1 through 99: C -0.12; C -0.17; C -0.22; O -0.15; C -0.18; H 0.09; H 0.09; H 0.10; H 0.10; H 0.11; H 0.12; H 0.11; H 0.11; C -0.16; C -0.15; C -0.19; O -0.16; C -0.21; H 0.11; H 0.11; H 0.10; H 0.10; H 0.12; H 0.11; H 0.12; H 0.12; C -0.17; C -0.20; C -0.19; O -0.14; C -0.20; H 0.10; H 0.11; H 0.11; H 0.11; H 0.12; H 0.12; H 0.11; H 0.11; C -0.19; C -0.14; C -0.23; O -0.12; C -0.19; H 0.10; H 0.10; H 0.11; H 0.11; H 0.11; H 0.11; H 0.11; H 0.11; C -0.16; C -0.17; C -0.20; O -0.16; C -0.20; H 0.10; H 0.11; H 0.11; H 0.11; H 0.12; H 0.11; H 0.11; H 0.11; C -0.22; C -0.18; C -0.13; O -0.15; C -0.22; H 0.12; H 0.12; H 0.11; H 0.11; H 0.11; H 0.11; H 0.12; H 0.12; C -0.15; C -0.18; C -0.17; O -0.16; C -0.18; H 0.10; H 0.10; H 0.11; H 0.10; H 0.11; H 0.11; H 0.11; H 0.11; C -0.16; C -0.18; C -0.16; O -0.16; C -0.23; H 0.10; H 0.11; H 0.10

Structures ranked by computed energy, the most stable listed first: arrangement two, arrangement one.

Arrangement one

# C4H9ClO2

A structure of composition C4H9ClO2 (the ωB97M-V functional and the def2-TZVPD basis, the OMol25 dataset).

CARTESIAN COORDINATES (ANGSTROEM)
O (-0.8147, -0.1368, 0.0688)
O (0.0141, 1.4519, -1.3006)
C (-0.9542, 0.9171, -0.5109)
C (-2.1674, 1.7973, -0.4721)
H (0.7705, 0.8049, -1.2646)
H (-2.9429, 1.3498, 0.1722)
H (-2.5826, 1.9241, -1.4861)
H (-1.9079, 2.7916, -0.0713)
Cl (1.8873, -0.3615, -1.1394)
C (1.3788, -1.2302, 1.3973)
C (1.2032, -1.6113, -0.0565)
H (0.9490, -2.0167, 2.0402)
H (0.8661, -0.2783, 1.6155)
H (2.4479, -1.1188, 1.6447)
H (1.7156, -2.5609, -0.3039)
H (0.1371, -1.7222, -0.3331)

Results
- HOMO-LUMO gap: 11.2 eV

Atom-resolved charges from Löwdin, all expressed in e: O 0.00; O 0.00; C -0.55; C 0.01; H -0.15; H 0.09; H 0.09; H 0.09; Cl 0.77; C -0.16; C -0.57; H 0.09; H 0.07; H 0.07; H 0.08; H 0.07

Arrangement two

# C4H9ClO2

The molecule C4H9ClO2 (the ωB97M-V functional and the def2-TZVPD basis, the OMol25 dataset).

CARTESIAN COORDINATES (ANGSTROEM)
C (-0.9912, 1.7894, 0.5955)
O (-0.6806, 0.9885, -0.5661)
C (0.0257, -0.3526, -0.1241)
C (0.4031, -1.1782, -1.3450)
C (1.3390, -0.0252, 0.6251)
O (2.0599, -1.1943, 0.9094)
Cl (2.4504, 1.1174, -0.2400)
H (-1.6897, 1.1543, 1.2956)
H (-1.3693, 2.8022, 0.2653)
H (-0.1996, 2.2081, 1.3685)
H (-0.6744, -0.8703, 0.5705)
H (-0.5144, -1.5721, -1.7937)
H (0.8981, -2.0280, -0.9811)
H (1.0323, -0.5451, -2.0138)
H (1.3079, 0.5100, 1.5348)
H (2.2305, -1.4354, 0.0643)

Results
- HOMO-LUMO gap: 11.0 eV

Atom-resolved charges from Löwdin, all expressed in e: C -0.16; O -0.20; C -0.29; C -0.04; C -0.69; O -0.03; Cl 0.64; H 0.11; H 0.09; H 0.10; H 0.16; H 0.10; H 0.06; H 0.10; H 0.07; H 0.00

Structures ranked by computed energy, the most stable listed first: arrangement one, arrangement two.

Arrangement one

# C4H2BrO2

A cluster of 2 separate species, C4H2BrO2 in total (the ωB97M-V functional and the def2-TZVPD basis, the OMol25 dataset).

CARTESIAN COORDINATES (ANGSTROEM)
C (-2.0705, -0.5978, 1.8019)
C (-1.2300, -0.1920, 1.0329)
C (0.8296, 1.1614, -1.0562)
C (0.6658, -0.3464, -0.7324)
O (1.8032, 1.5426, -0.3757)
O (0.1677, 1.5439, -1.9851)
Br (2.0338, -1.1417, 0.2187)
H (-2.4438, -0.9717, 2.6829)
H (0.2441, -0.9982, -1.5870)

Results
- Total charge: -1
- HOMO-LUMO gap (alpha / beta): 7.6 / 7.6 eV

Atom-resolved charges from Löwdin, all expressed in e: C -0.17; C -0.10; C -0.88; C -0.45; O -0.13; O 0.00; Br 0.74; H -0.07; H 0.08

Arrangement two

# C4H2BrO2

A structure of composition C4H2BrO2 (the ωB97M-V functional and the def2-TZVPD basis, the OMol25 dataset).

CARTESIAN COORDINATES (ANGSTROEM)
C (-2.0049, 0.8513, -0.8324)
C (-1.1454, 0.5635, -0.0587)
C (1.0110, -1.2487, 0.0104)
C (0.6805, 0.1698, 0.6366)
O (1.8397, -1.3959, -0.8611)
O (0.1431, -1.9643, 0.5482)
Br (1.6500, 1.7306, 0.1894)
H (-2.8531, 0.9727, -1.3537)
H (0.6792, 0.3211, 1.7213)

Results
- Total charge: -1
- HOMO-LUMO gap: 8.2 eV

Atom-resolved charges from Löwdin, all expressed in e: C -0.02; C -0.07; C -0.83; C -0.55; O -0.02; O -0.08; Br 0.60; H -0.05; H 0.02

Structures ranked by computed energy, the most stable listed first: arrangement two, arrangement one.